Record 1
Molecular formula: C12H13N6NiO5
Method: DFT, ωB97M-V with the def2-TZVPD basis set

Values from the calculation:
LUMO energy (spin up / spin down) (eV): -3.55 / -3.83
Total charge: +1
Max |F| (eV Å⁻¹): 0.24
E (a.u.): -2678.077488
M (g/mol): 379.97
HOMO level (spin up / spin down) (eV): -12.07 / -12.09
Expectation value of S²: 2.004
Kohn-Sham gap (spin up / spin down) (eV): 8.516 / 8.259
Spin multiplicity: 3

```
37
Properties=species:S:1:pos:R:3:mulliken_charge:R:1
Ni 0.59 0.59 -0.03 0.135
O 2.71 4.11 -0.21 -0.429
C 2.24 2.89 -0.16 0.450
O 1.05 2.62 -0.32 -0.628
C 3.30 1.84 0.06 -0.336
O 2.72 0.57 0.25 -0.370
C 2.88 0.02 1.60 -0.513
C 1.66 0.29 2.51 0.611
O 1.82 0.15 3.69 -0.638
O 0.57 0.62 1.89 -0.437
H 2.01 4.75 -0.39 0.396
H 3.93 1.82 -0.83 0.390
H 3.92 2.14 0.91 0.455
H 3.00 -1.06 1.48 0.336
H 3.78 0.41 2.05 0.423
N -2.01 2.71 0.07 -0.277
C -2.38 1.46 -0.16 0.658
N -3.68 1.19 -0.20 -0.701
C -4.01 -0.08 -0.41 0.436
N -5.29 -0.40 -0.47 -0.312
N -3.11 -1.09 -0.59 -0.629
C -1.87 -0.73 -0.54 -0.389
N -1.41 0.52 -0.35 -0.192
C -0.82 -1.78 -0.70 1.373
C -1.15 -3.10 -0.97 -0.468
C -0.12 -4.01 -1.13 -0.420
C 1.19 -3.58 -1.03 -0.846
C 1.43 -2.25 -0.75 -0.013
N 0.45 -1.36 -0.58 -0.009
H -2.72 3.38 0.28 0.243
H -1.04 2.96 0.19 0.199
H -5.99 0.31 -0.33 0.254
H -5.56 -1.36 -0.62 0.243
H -2.19 -3.38 -1.04 0.511
H -0.34 -5.05 -1.33 0.445
H 2.02 -4.26 -1.16 0.417
H 2.44 -1.86 -0.67 0.631
```

---

Record 2
Molecular formula: C5H8P2
Method: DFT, ωB97M-V with the def2-TZVPD basis set

Values from the calculation:
LUMO energy (spin up / spin down) (eV): 1.03 / -1.75
Max |F| (eV Å⁻¹): 4.81
E (a.u.): -877.839085
M (g/mol): 130.07
HOMO level (spin up / spin down) (eV): -5.72 / -9.22
Expectation value of S²: 2.019
Energy relative to the best compared isomer or geometry (same formula, charge and spin) (eV): 0.000
Kohn-Sham gap (spin up / spin down) (eV): 6.754 / 7.472
Spin multiplicity: 3

```
15
Properties=species:S:1:pos:R:3:mulliken_charge:R:1
C 1.62 0.05 -1.26 -0.072
C 1.32 0.08 0.09 -1.075
C 0.59 0.23 -2.19 -0.540
C -0.15 0.13 0.24 0.776
C -0.68 0.81 1.59 -1.301
P -0.85 0.69 -1.38 -0.244
P -1.20 -1.59 0.09 -0.100
H 2.68 -0.06 -1.56 0.315
H 2.05 -0.04 0.76 0.534
H 0.61 0.17 -3.22 0.472
H -1.71 1.01 1.46 0.457
H -0.07 1.71 1.72 0.371
H -0.77 0.22 2.63 0.283
H -0.20 -2.24 -0.61 0.048
H -1.73 -1.31 -1.21 0.078
```

---

Record 3
Molecular formula: C3H7NOS2
Method: DFT, ωB97M-V with the def2-TZVPD basis set

Values from the calculation:
LUMO energy (eV): 0.59
Max |F| (eV Å⁻¹): 1.62
SMILES: CSCONC=S
E (a.u.): -1044.789133
M (g/mol): 137.23
HOMO level (eV): -8.59
Energy relative to the best compared isomer or geometry (same formula, charge and spin) (eV): 3.082
Kohn-Sham gap (eV): 9.178

```
14
Properties=species:S:1:pos:R:3:mulliken_charge:R:1
C -0.12 -0.13 -1.91 -0.795
S -1.69 0.30 -1.14 -0.059
C -1.06 1.00 0.35 -0.317
O -0.90 0.19 1.55 -0.296
N 0.04 -0.77 1.30 -0.061
C 1.36 -0.63 1.36 -0.150
S 2.20 0.67 1.88 -0.313
H 0.38 0.75 -2.22 0.318
H -0.34 -0.57 -2.84 0.373
H 0.47 -0.74 -1.25 0.186
H -0.08 1.41 0.15 0.221
H -1.73 1.74 0.74 0.336
H -0.36 -1.62 1.01 0.265
H 1.84 -1.59 1.01 0.292
```

---

Record 4
Molecular formula: C3H9NO2
Method: DFT, ωB97M-V with the def2-TZVPD basis set

Values from the calculation:
LUMO energy (eV): 0.67
Max |F| (eV Å⁻¹): 1.84
SMILES: CC(=O)O.CN
E (a.u.): -324.928269
M (g/mol): 91.11
HOMO level (eV): -9.03
Energy relative to the best compared isomer or geometry (same formula, charge and spin) (eV): 1.207
Kohn-Sham gap (eV): 9.695

```
15
Properties=species:S:1:pos:R:3:mulliken_charge:R:1
C -1.77 -0.33 0.08 -0.881
C -1.11 0.81 0.78 0.673
O -0.24 0.79 1.60 -0.533
O -1.53 2.00 0.27 -0.452
H -2.65 -0.76 0.54 0.314
H -1.09 -1.19 0.08 0.252
H -1.82 -0.10 -0.98 0.288
H -0.82 2.63 0.38 0.326
C 2.48 -2.05 -1.09 -0.738
N 1.73 -0.83 -1.31 -0.515
H 3.34 -1.77 -0.47 0.311
H 2.88 -2.43 -2.03 0.252
H 1.99 -2.80 -0.47 0.246
H 1.78 -0.13 -0.59 0.253
H 0.84 -1.08 -1.69 0.204
```

---

Record 5
Molecular formula: C5H14NOS
Method: DFT, ωB97M-V with the def2-TZVPD basis set

Values from the calculation:
LUMO energy (spin up / spin down) (eV): 6.12 / 6.02
Total charge: -2
Max |F| (eV Å⁻¹): 2.92
E (a.u.): -726.953739
M (g/mol): 136.24
HOMO level (spin up / spin down) (eV): 3.93 / -0.46
Expectation value of S²: 0.751
Energy relative to the best compared isomer or geometry (same formula, charge and spin) (eV): 0.898
Kohn-Sham gap (spin up / spin down) (eV): 2.193 / 6.474
Spin multiplicity: 2

```
22
Properties=species:S:1:pos:R:3:mulliken_charge:R:1
C -1.03 -1.19 -0.41 -0.627
C -0.46 -1.53 -1.82 -0.685
S 0.91 -0.55 -2.41 -0.716
C -1.13 0.31 -0.16 -0.565
N -1.36 0.57 1.29 0.233
C -0.79 1.82 1.82 -2.893
C 0.68 2.14 1.57 -2.689
H -0.29 -1.52 0.38 0.273
H -1.94 -1.79 -0.24 0.146
H -1.24 -1.33 -2.57 0.244
H -0.23 -2.63 -1.86 0.265
H -1.94 0.71 -0.78 0.134
H -0.30 0.91 -0.55 0.242
H -1.08 -0.25 1.80 0.429
H -1.34 2.62 1.27 0.363
H -0.90 1.75 2.92 1.764
H 1.34 1.72 2.34 0.843
H 1.02 1.52 0.69 0.129
H 0.91 3.16 1.32 1.215
H 3.07 -1.96 -0.78 0.335
H 2.68 -2.11 -2.23 0.253
O 3.40 -2.36 -1.60 -0.692
```

---

Record 6
Molecular formula: CH4S3Si
Method: DFT, ωB97M-V with the def2-TZVPD basis set

Values from the calculation:
LUMO energy (eV): -0.83
Max |F| (eV Å⁻¹): 3.86
E (a.u.): -1524.474437
M (g/mol): 140.33
HOMO level (eV): -8.89
Energy relative to the best compared isomer or geometry (same formula, charge and spin) (eV): 1.544
Kohn-Sham gap (eV): 8.063

```
9
Properties=species:S:1:pos:R:3:mulliken_charge:R:1
C 0.31 0.21 -1.59 0.293
Si -0.41 -0.21 1.93 0.520
S 1.66 0.74 -1.00 -0.173
S -0.50 -0.12 -2.98 -0.084
S -1.15 -0.82 -0.03 -0.317
H -0.78 1.11 2.66 -0.098
H -0.65 -1.31 2.83 -0.120
H 0.97 0.08 1.84 -0.178
H 0.55 0.32 -3.67 0.158
```

---

Record 7
Molecular formula: C3H4N3
Method: DFT, ωB97M-V with the def2-TZVPD basis set

Values from the calculation:
LUMO energy (spin up / spin down) (eV): -5.85 / -5.85
Total charge: +1
Max |F| (eV Å⁻¹): 6.43
SMILES: CC1=C([N+]#N)N1
E (a.u.): -280.501975
M (g/mol): 82.09
HOMO level (spin up / spin down) (eV): -14.46 / -14.46
Energy relative to the best compared isomer or geometry (same formula, charge and spin) (eV): 3.459
Kohn-Sham gap (spin up / spin down) (eV): 8.609 / 8.610

```
10
Properties=species:S:1:pos:R:3:mulliken_charge:R:1
C -1.21 -0.66 0.10 -0.982
C -0.12 0.27 0.17 0.730
C 1.27 0.54 0.50 -0.142
N 2.07 -0.11 -0.24 0.408
N 2.60 -1.09 -0.40 -0.213
N 0.19 1.51 -0.02 -0.187
H -2.18 -0.20 0.48 0.315
H -1.02 -1.56 0.63 0.349
H -1.59 -1.16 -0.78 0.384
H 0.01 2.46 -0.43 0.337
```